The following is a quantum chemistry calculation of C37H27BrIMnN2O2PS as an isolated structure, from OMol25.

```
73
Properties=species:S:1:pos:R:3:forces:R:3
Mn 0.13280 -0.22370 0.17673 -0.5 0.4 0.3
I 2.71411 0.35466 -1.17880 0.2 0.0 0.0
C 3.62570 2.10115 -0.42232 -0.4 -0.2 -0.2
C 4.96427 1.91182 -0.24838 0.2 0.1 0.1
C 5.81377 2.99089 0.06149 0.1 -0.1 0.0
C 5.28734 4.24032 0.12445 0.0 0.1 0.0
C 3.89576 4.45913 -0.03420 -0.1 -0.1 0.0
C 3.42117 5.78809 0.02859 0.1 0.1 0.0
C 2.09396 6.05525 -0.08494 -0.1 0.0 0.0
C 1.19175 4.98547 -0.19583 0.0 0.0 0.0
C 1.58107 3.66717 -0.25002 0.0 -0.1 0.0
P 0.14024 2.46723 -0.18603 0.1 0.5 -0.4
C -0.72322 2.96679 -1.73181 0.0 0.0 0.1
C -0.39518 2.26590 -2.88876 0.0 0.0 -0.1
C -0.98888 2.57151 -4.10628 0.0 0.0 0.0
C -1.91995 3.59556 -4.18307 0.0 0.0 0.0
C -2.23682 4.31868 -3.04120 0.0 0.0 0.0
C -1.64268 4.01021 -1.82622 -0.1 0.0 0.0
C -0.81088 3.17960 1.20385 0.0 -0.1 0.0
C -2.20384 3.13324 1.22919 0.0 0.0 -0.1
C -2.89413 3.56834 2.35475 0.0 0.0 0.0
C -2.20654 4.01519 3.47235 0.0 0.0 0.0
C -0.81679 4.01774 3.47166 0.0 0.0 0.0
C -0.12442 3.60121 2.34493 0.0 0.1 0.0
C 2.98611 3.36762 -0.24861 0.2 0.2 0.1
H 5.38447 0.92345 -0.38322 0.0 0.1 0.0
H 6.87353 2.82090 0.20300 0.0 0.0 0.0
H 5.92397 5.10144 0.29866 -0.1 0.0 0.0
H 4.14379 6.58704 0.16384 -0.1 -0.1 0.0
H 1.72324 7.07351 -0.05422 0.0 -0.1 0.0
H 0.13561 5.21671 -0.20532 0.0 0.0 0.0
H 0.33525 1.47021 -2.85209 0.0 0.0 0.0
H -0.72836 1.99838 -4.98859 0.0 0.0 0.0
H -2.40034 3.82795 -5.12593 0.0 0.0 0.0
H -2.96172 5.12318 -3.09212 0.0 -0.1 0.0
H -1.92642 4.57847 -0.95050 0.0 0.0 0.0
H -2.75004 2.73491 0.38098 0.0 0.0 0.0
H -3.97734 3.53984 2.35956 0.1 0.0 0.0
H -2.75026 4.34367 4.34989 0.0 0.0 0.0
H -0.26981 4.34405 4.34851 0.0 0.0 0.0
H 0.95995 3.61566 2.35124 0.0 0.0 0.0
O -3.48001 1.09828 -1.35454 0.0 0.1 0.0
S -3.09880 -0.24771 -0.98880 0.2 0.0 0.2
O -4.17008 -1.16887 -0.70212 -0.1 0.1 0.1
N -1.99270 -0.21247 0.20418 -0.3 0.2 0.3
C -2.48103 0.01598 1.50576 -0.1 0.0 -0.1
C -3.81642 0.11975 1.88270 0.2 0.0 -0.2
C -4.21547 0.34319 3.21105 -0.1 0.0 0.0
C -3.31059 0.48830 4.21870 0.0 0.0 0.1
C -1.94043 0.41536 3.90131 0.1 0.0 -0.1
C -0.94279 0.57455 4.88798 0.0 0.0 0.0
C 0.37838 0.49990 4.55837 0.0 0.0 0.1
C 0.71245 0.26987 3.21900 0.1 0.0 -0.1
N -0.18305 0.13058 2.27416 -0.4 0.0 -0.1
C -1.51885 0.18476 2.56694 0.1 0.0 0.1
C -2.28369 -0.96464 -2.40318 0.0 -0.1 0.0
C -3.15506 -1.59523 -3.28670 0.0 0.0 0.0
C -2.66204 -2.15186 -4.45542 0.0 0.0 0.0
C -1.30409 -2.09129 -4.74227 0.0 0.0 -0.1
C -0.43884 -1.46064 -3.86169 0.0 0.0 -0.1
C -0.93479 -0.89376 -2.69975 -0.4 -0.2 -0.2
H -4.58618 0.01679 1.13648 0.0 0.0 0.0
H -5.27711 0.40201 3.42616 0.1 0.0 0.0
H -3.61565 0.65866 5.24546 0.0 0.0 -0.1
H -1.25422 0.75081 5.91150 0.0 0.0 0.0
H 1.15930 0.61271 5.29884 0.0 0.0 0.0
H 1.74943 0.19196 2.91245 0.0 0.0 0.0
H -4.20786 -1.65408 -3.04347 0.1 0.0 0.0
H -3.34000 -2.64779 -5.13905 0.0 0.0 0.0
H -0.91868 -2.54121 -5.65036 0.0 0.0 0.1
H 0.62225 -1.41135 -4.07553 0.0 0.0 0.0
H -0.25456 -0.39644 -2.04481 0.3 0.2 0.3
Br 0.80380 -2.50554 0.19233 0.4 -0.7 -0.1
```
Forces are in eV/Å.

## Properties
lowest unoccupied orbital energy (alpha / beta): -0.013 / -0.014 Ha
energy relative to the best compared isomer or geometry (same formula, charge and spin): 72.19 kJ/mol
2S+1: 6
expectation value of S²: 8.7575
Kohn-Sham gap (alpha / beta): 7.2 / 7.2 eV
highest occupied orbital energy (alpha / beta): -7.524 / -7.581 eV

Results of the Mulliken charge analysis, in e, for atoms 1 through 5: number 1, Mn, carries 0.01; number 2, I, carries 0.23; number 3, C, carries 0.11; number 4, C, carries -0.76; number 5, C, carries -0.80

***

The following is a quantum chemistry calculation of C37H28N4O4SV as an isolated structure, from OMol25.

```
75
Properties=species:S:1:pos:R:3:forces:R:3
V -1.19334 -0.01169 -1.08084 -0.2 0.2 0.0
C -3.55759 -1.35387 -2.79359 0.0 -0.1 -0.1
O -3.17076 -0.54560 -1.67251 0.0 0.0 -0.1
C -4.02001 -0.50410 -0.57373 -0.1 0.0 0.2
C -5.18888 -1.22651 -0.44695 0.0 0.0 -0.1
C -5.94784 -1.06507 0.70764 0.0 0.0 0.0
C -5.54981 -0.19532 1.71109 0.0 0.0 0.0
C -4.37920 0.53433 1.57501 0.0 0.0 0.0
C -3.61470 0.36938 0.43453 -0.1 0.0 0.1
N -2.40014 1.03975 0.15603 0.2 0.1 -0.1
N -2.25590 2.20839 0.60778 0.0 0.1 0.1
C -1.23953 2.97126 0.11302 -0.1 -0.3 -0.2
C -0.69618 2.74557 -1.17502 0.1 0.1 0.0
O -0.94144 1.69182 -1.90496 0.0 -0.3 0.1
C 0.15047 3.74694 -1.73820 0.0 0.0 0.0
C 0.49946 4.84876 -1.03136 0.0 -0.1 0.0
C 0.00647 5.08259 0.28787 -0.1 0.0 0.1
C 0.39392 6.21832 1.02441 0.0 0.0 0.0
C -0.09910 6.43368 2.28542 0.0 0.0 0.0
C -0.99841 5.51504 2.84625 0.0 0.0 0.0
C -1.38512 4.39522 2.15097 0.0 0.0 0.0
C -0.89275 4.15754 0.85509 0.1 0.1 0.0
H -3.59710 -2.40407 -2.50195 0.0 0.0 0.0
H -2.79236 -1.21045 -3.54920 0.0 0.0 0.0
H -4.52557 -1.02164 -3.16430 0.0 0.0 0.0
H -5.52136 -1.90451 -1.21917 0.0 0.0 0.0
H -6.86164 -1.63228 0.81815 0.0 0.0 0.0
H -6.15058 -0.08740 2.60311 0.0 0.0 0.0
H -4.04655 1.21873 2.34270 0.0 0.0 0.0
H 0.51853 3.56835 -2.73968 0.0 0.0 0.0
H 1.16856 5.58146 -1.46663 0.0 0.0 0.0
H 1.08373 6.92112 0.57325 0.0 0.0 0.0
H 0.19705 7.30906 2.84733 0.0 0.0 0.0
H -1.38991 5.68917 3.83981 0.0 0.0 0.0
H -2.07085 3.68845 2.59615 0.0 0.0 0.0
N 0.48786 0.27566 -0.00742 0.1 0.1 0.0
S 1.95001 0.33624 -0.67412 0.0 -0.1 0.1
C 2.95999 1.23174 0.49954 0.1 -0.1 -0.1
C 4.33054 1.01123 0.53955 0.0 0.0 0.0
C 5.10624 1.78059 1.39290 -0.1 0.0 0.0
C 4.51362 2.75389 2.18763 0.0 0.0 0.0
C 3.14334 2.96702 2.12836 0.1 0.0 0.0
C 2.35704 2.20866 1.27497 -0.1 0.0 0.0
C 2.65493 -1.29987 -0.59390 0.0 0.0 -0.1
C 2.61391 -2.04044 0.58032 0.0 0.1 0.1
C 3.09205 -3.33808 0.57140 0.0 0.0 0.0
C 3.62042 -3.87669 -0.59831 0.0 0.0 0.0
C 3.66396 -3.12568 -1.76242 0.0 0.0 0.0
C 3.16691 -1.82913 -1.76841 0.0 0.0 0.0
H 0.50553 -0.05900 0.95306 0.0 0.0 0.0
H 4.78778 0.24727 -0.07519 0.0 0.0 0.0
H 6.17362 1.61462 1.44122 0.0 0.0 0.0
H 5.12473 3.34539 2.85572 0.0 0.0 0.0
H 2.67638 3.72500 2.74337 0.0 0.0 0.0
H 1.28699 2.36864 1.22107 0.0 0.0 0.0
H 2.21593 -1.61148 1.49296 0.0 0.0 0.0
H 3.05884 -3.93072 1.47553 0.0 0.0 0.0
H 3.99643 -4.89103 -0.59821 0.0 0.0 0.0
H 4.07266 -3.54895 -2.66996 0.0 0.0 0.0
H 3.16960 -1.23792 -2.67589 0.0 0.0 0.0
O -0.42524 -1.52360 -2.44901 0.0 0.1 0.0
C -0.54719 -2.36365 -1.52212 0.2 0.0 -0.3
N -1.13334 -1.98111 -0.38084 0.1 0.0 0.0
C -0.97109 -2.99532 0.56816 -0.5 -0.2 0.2
O -1.29756 -2.92914 1.72410 0.2 0.0 -0.1
C -0.35005 -4.16766 -0.14620 0.2 0.1 -0.1
C -0.03974 -5.43531 0.29382 0.0 0.1 0.0
C 0.56454 -6.29461 -0.62257 0.0 0.0 0.0
C 0.84570 -5.88669 -1.92313 0.0 0.0 0.0
C 0.53843 -4.60041 -2.35792 -0.1 0.1 0.0
C -0.06451 -3.75986 -1.44507 0.0 -0.1 0.1
H -0.25893 -5.74502 1.30685 0.0 0.0 0.0
H 0.81898 -7.30267 -0.32219 0.0 0.0 0.0
H 1.30731 -6.58695 -2.60685 0.0 0.0 0.0
H 0.75180 -4.27746 -3.36833 0.0 0.0 0.0
```
Forces are in eV/Å.

## Properties
lowest unoccupied orbital energy (alpha / beta): -0.121 / -0.127 Ha
total charge: +1
energy relative to the best compared isomer or geometry (same formula, charge and spin): 0.00 kJ/mol
2S+1: 3
expectation value of S²: 2.0176
Kohn-Sham gap (alpha / beta): 7.1 / 7.0 eV
highest occupied orbital energy (alpha / beta): -10.441 / -10.473 eV

Results of the Mulliken charge analysis, in e, for atoms 1 through 5: number 1, V, carries -0.15; number 2, C, carries -1.23; number 3, O, carries -0.25; number 4, C, carries 1.25; number 5, C, carries -0.64

***

The following is a quantum chemistry calculation of C37H28N6O4RuS2 as an isolated structure at a distorted geometry, from OMol25.

```
78
Properties=species:S:1:pos:R:3:forces:R:3
Ru -0.44241 -0.55891 1.67534 -0.2 -0.1 0.4
O -4.59091 3.11469 2.21754 -0.2 0.1 -0.1
C -5.10601 2.08229 1.52764 0.1 0.0 0.0
C -6.36901 2.23069 0.95964 0.0 0.1 0.0
C -6.92861 1.21379 0.21294 0.0 0.1 0.1
C -6.24721 0.02019 0.02794 -0.1 -0.2 -0.1
C -5.00641 -0.14921 0.60514 0.1 0.0 0.0
C -4.42191 0.86729 1.35764 0.0 0.0 0.0
C -3.07201 0.64959 1.90754 0.3 1.2 0.5
O -2.57581 -0.50681 1.91774 0.8 -0.8 -0.2
N -2.42581 1.71749 2.36894 -0.9 0.5 -0.2
N -1.15901 1.44209 2.71884 0.9 -0.4 -0.2
C -0.42351 2.36289 3.25064 -0.9 -0.1 -0.2
C 0.89929 2.12129 3.70754 0.6 -0.7 0.0
C 1.69519 3.20139 4.11844 0.0 -0.1 0.0
C 2.96669 3.01289 4.59704 0.1 0.2 0.1
C 3.47949 1.71439 4.70374 0.0 0.0 -0.1
C 2.73379 0.63309 4.31854 -0.2 -0.1 0.0
C 1.41369 0.77549 3.80024 0.5 1.2 0.5
O 0.74049 -0.26681 3.51454 -0.7 -0.9 -1.0
H -3.65251 2.86979 2.44404 0.0 0.0 0.0
H -6.88161 3.16829 1.10364 -0.1 0.1 0.0
H -7.89811 1.35509 -0.24076 -0.1 0.0 0.0
H -6.68081 -0.76971 -0.56826 0.0 -0.1 0.0
H -4.45101 -1.06561 0.46694 0.1 -0.1 0.0
H -0.83551 3.36969 3.38094 -0.1 -0.1 -0.1
H 1.28599 4.20219 4.04744 0.0 0.0 0.0
H 3.57319 3.85559 4.89714 0.0 0.1 0.0
H 4.47819 1.56529 5.09544 0.0 0.0 0.0
H 3.11909 -0.37391 4.40094 0.0 -0.1 0.0
N -2.13361 -4.75751 1.29934 -0.2 -0.4 0.0
C -1.60521 -3.48771 1.20584 0.3 0.8 -0.1
S -0.62001 -2.98481 2.55294 0.2 0.8 -0.3
N -1.86011 -2.81241 0.13704 -0.8 -1.5 0.0
N -1.31811 -1.62801 -0.07576 0.8 1.1 0.8
C -1.60721 -0.97541 -1.21456 0.3 0.1 0.2
C -2.42851 -1.58651 -2.25756 -0.2 -0.1 -0.4
C -2.33201 -2.94101 -2.59376 0.2 0.1 0.0
C -3.16761 -3.49711 -3.54176 0.0 -0.1 -0.2
C -4.12221 -2.72451 -4.18406 -0.1 0.1 0.0
C -4.23001 -1.37901 -3.86366 -0.1 -0.1 -0.2
C -3.39641 -0.81851 -2.91806 0.2 0.0 0.2
C -1.09851 0.34469 -1.34026 -0.2 -0.3 0.0
C -0.90601 0.97789 -2.59266 0.0 0.2 -0.1
C -0.29441 2.19879 -2.65486 -0.1 -0.2 0.0
C 0.12379 2.81549 -1.46526 0.0 0.0 0.2
C -0.10201 2.15059 -0.27786 0.3 0.5 -0.2
N -0.68941 0.96809 -0.19866 -0.2 -0.7 0.3
H -2.23111 -5.09511 2.24434 -0.1 0.0 -0.1
H -2.92471 -4.92451 0.69474 0.0 0.0 0.0
H -1.58341 -3.54861 -2.11396 0.0 -0.1 0.0
H -3.06211 -4.54281 -3.79706 0.0 -0.1 0.0
H -4.76891 -3.16281 -4.93196 -0.1 0.0 0.0
H -4.97401 -0.76401 -4.35316 0.0 0.0 0.0
H -3.49731 0.22629 -2.66396 -0.1 0.1 0.1
H -1.20291 0.45439 -3.48916 0.0 0.0 0.0
H -0.11661 2.67919 -3.60716 0.0 0.0 -0.1
H 0.63179 3.76629 -1.48146 0.0 0.1 0.1
H 0.21389 2.58609 0.66154 0.1 0.0 0.1
C 8.19849 -1.61711 -1.53456 0.1 -0.1 0.2
C 8.53099 -0.57371 -2.56066 -0.1 0.0 0.1
O 9.64249 -0.32731 -2.95216 -0.1 -0.1 0.0
S 7.16479 0.31039 -3.28926 -0.3 0.2 -0.1
C 5.75649 -0.03371 -2.23996 0.4 0.2 -0.3
C 5.65749 0.61359 -1.01196 0.0 0.0 -0.1
C 4.55379 0.40569 -0.21536 -0.2 -0.1 0.1
C 3.51299 -0.43001 -0.64476 0.5 0.1 -0.4
C 3.63689 -1.08631 -1.87776 -0.2 0.0 0.2
C 4.74759 -0.88621 -2.67046 0.2 0.1 0.0
C 2.34379 -0.55371 0.13334 -0.9 -0.1 0.8
C 1.32699 -0.59781 0.80584 0.2 -0.1 -0.3
H 8.85709 -1.50031 -0.67466 0.0 0.0 0.0
H 8.39589 -2.59081 -1.98566 0.0 0.0 0.0
H 7.15949 -1.57081 -1.21976 0.2 -0.1 0.0
H 6.45059 1.27499 -0.69066 0.0 0.0 0.0
H 4.46729 0.89669 0.74414 0.0 0.0 0.0
H 2.84519 -1.74651 -2.20216 -0.1 0.0 0.0
H 4.83739 -1.37931 -3.62806 0.0 0.0 0.0
```
Forces are in eV/Å.

## Properties
lowest unoccupied orbital energy (alpha / beta): 0.081 / 0.023 Ha
total charge: -1
energy relative to the best compared isomer or geometry (same formula, charge and spin): 35.82 kJ/mol
2S+1: 6
expectation value of S²: 8.8126
Kohn-Sham gap (alpha / beta): 5.0 / 5.4 eV
highest occupied orbital energy (alpha / beta): -2.738 / -4.798 eV

Results of the Mulliken charge analysis, in e, for atoms 1 through 5: number 1, Ru, carries 0.77; number 2, O, carries -0.70; number 3, C, carries 0.32; number 4, C, carries -0.64; number 5, C, carries -0.34